Formula: C2HBrCl2O
Source: the OMol25 dataset
Level of theory: ωB97M-V with the def2-TZVPD basis set

XYZ file:
```
7
Properties=species:S:1:pos:R:3:forces:R:3:nbo_charge:R:1
C -0.552 1.787 -0.709 2.000 -3.171 2.529 0.512
C 0.772 0.535 0.011 -3.424 -1.034 -1.887 -0.439
O -1.436 2.090 -0.004 0.000 0.493 -0.172 -0.476
Cl -0.330 2.034 -2.351 -0.149 0.752 -1.006 0.064
Cl 1.856 1.301 1.096 -0.004 -0.047 0.061 0.065
Br 1.595 -0.326 -1.593 0.086 0.335 1.037 0.016
H 0.140 -0.395 0.444 1.491 2.673 -0.562 0.257
```
Forces are in eV/Å.


Formula: CH6N
Source: the OMol25 dataset
Level of theory: ωB97M-V with the def2-TZVPD basis set

Summary:
- Charge: +1

XYZ file:
```
8
Properties=species:S:1:pos:R:3:forces:R:3:nbo_charge:R:1
C -0.082 0.029 0.832 0.008 4.416 -1.326 -0.391
N 0.165 -0.232 -0.871 0.893 1.712 2.674 -0.735
H -0.112 -1.045 0.990 -0.582 0.741 1.835 0.240
H 0.306 1.295 1.771 0.748 -3.888 -2.441 0.323
H -0.838 0.799 0.633 -1.441 -1.977 0.709 0.229
H 0.056 -1.239 -0.846 0.123 -0.015 -1.030 0.441
H -0.577 0.286 -1.349 0.222 -0.542 -0.085 0.444
H 1.081 0.107 -1.160 0.028 -0.448 -0.336 0.449
```
Forces are in eV/Å.


Formula: C2H2F3NS2
Source: the OMol25 dataset
Level of theory: ωB97M-V with the def2-TZVPD basis set

XYZ file:
```
10
Properties=species:S:1:pos:R:3:forces:R:3:nbo_charge:R:1
C 0.687 -0.615 -1.167 0.938 -2.643 0.244 -0.107
C -1.178 0.053 1.300 1.384 -0.575 -2.667 0.918
N 1.212 0.521 -0.812 -0.761 -0.308 0.600 -0.744
F -1.899 -0.460 2.230 -0.990 -1.549 0.813 -0.295
F -1.868 1.020 0.728 -0.590 0.592 -0.754 -0.329
F -0.136 0.615 1.865 1.337 0.344 0.392 -0.328
S 1.356 -1.725 -2.177 -0.276 0.088 -0.608 -0.108
S -0.532 -1.311 -0.188 -2.268 0.289 2.300 0.194
H 1.811 0.885 -1.471 1.607 1.552 -1.313 0.409
H 0.546 1.016 -0.307 -0.381 2.211 0.993 0.391
```
Forces are in eV/Å.


Formula: C17H28ClOPTi
Source: the OMol25 dataset
Level of theory: ωB97M-V with the def2-TZVPD basis set

Summary:
- Charge: +2

XYZ file:
```
49
Properties=species:S:1:pos:R:3:forces:R:3:nbo_charge:R:1
C -0.026 0.337 -4.656 0.060 0.298 -1.155 0.117
C 1.375 0.871 -4.960 0.017 0.021 0.352 -0.648
C -0.242 -1.046 -5.277 -0.044 -0.127 0.434 -0.649
C -1.127 1.326 -5.049 -0.034 0.008 0.340 -0.647
Cl -0.149 0.188 -2.793 -0.069 -0.014 -0.705 -0.188
H -0.204 -0.979 -6.375 0.013 0.169 0.339 0.251
H -1.219 -1.460 -4.998 0.197 0.116 -0.084 0.222
H 0.542 -1.746 -4.959 -0.175 0.172 -0.078 0.221
H 1.498 1.041 -6.038 -0.179 -0.093 0.237 0.248
H 2.142 0.153 -4.641 -0.175 0.159 -0.098 0.219
H 1.548 1.822 -4.441 -0.032 -0.181 -0.166 0.224
H -1.125 1.512 -6.130 0.126 -0.150 0.213 0.246
H -0.976 2.284 -4.534 -0.041 -0.197 -0.189 0.223
H -2.114 0.933 -4.769 0.228 0.091 -0.120 0.222
C 1.577 -1.777 1.510 0.108 0.173 -0.806 -0.244
C 0.664 -2.472 0.669 0.355 0.031 -0.186 -0.222
C 0.714 -1.883 -0.635 1.005 0.009 -0.043 -0.307
H 0.094 -3.359 0.948 0.221 0.390 -0.118 0.265
C 1.663 -0.799 -0.589 0.178 -1.021 0.614 -0.286
C 2.174 -0.726 0.745 -0.402 -0.656 -0.500 -0.237
H 2.919 -0.020 1.087 -0.173 -0.034 0.018 0.270
H 1.860 -2.079 2.515 -0.289 0.301 -0.166 0.262
H 0.242 -2.269 -1.538 0.095 0.259 0.435 0.291
H 1.974 -0.186 -1.432 -0.206 -0.101 0.355 0.302
C -2.239 0.741 1.045 -0.147 -0.397 -0.313 -0.246
C -2.297 -0.484 1.776 -0.013 0.021 -0.992 -0.221
C -2.101 -1.557 0.854 -0.219 0.836 -0.224 -0.268
H -2.563 -0.598 2.821 0.333 0.077 -0.152 0.260
C -1.946 -0.993 -0.458 -0.800 0.464 0.207 -0.290
C -2.035 0.440 -0.335 -0.663 -0.917 0.533 -0.280
H -2.026 1.147 -1.160 0.186 -0.148 0.261 0.300
H -2.378 1.740 1.452 0.178 -0.272 -0.073 0.273
H -2.150 -2.611 1.095 0.050 0.156 -0.060 0.275
H -1.923 -1.546 -1.395 0.162 0.255 0.397 0.290
Ti -0.148 -0.300 0.690 0.249 0.447 1.565 1.416
C -0.521 2.290 4.417 -0.273 0.037 0.008 -1.015
P 0.501 0.960 3.796 0.625 0.444 -0.254 1.939
C 2.206 1.404 4.185 0.096 -0.089 0.059 -1.010
C 0.063 -0.590 4.581 -0.033 -0.046 0.214 -1.005
O 0.339 0.811 2.258 -0.191 -0.284 0.095 -1.064
H -0.270 2.500 5.466 -0.039 -0.101 -0.233 0.287
H -1.579 2.003 4.364 0.207 0.153 -0.009 0.267
H -0.350 3.204 3.827 -0.036 -0.345 0.154 0.285
H 2.312 1.605 5.261 -0.117 -0.086 -0.275 0.284
H 2.896 0.589 3.926 -0.193 0.190 0.006 0.265
H 2.502 2.316 3.641 -0.212 -0.336 0.116 0.284
H -0.986 -0.825 4.361 0.264 0.072 0.148 0.262
H 0.693 -1.405 4.201 -0.143 0.295 0.176 0.263
H 0.195 -0.509 5.670 -0.055 -0.051 -0.271 0.291
```
Forces are in eV/Å.


Looking at HOMO-LUMO gap for the records above, in order, we have 10.190, 11.344, 9.192, 7.888 eV.
Looking at ΔE to the lowest compared entry with this formula, charge and spin for the records above, in order, we have 102.7, 429.7, 69.7, 0.0 kJ/mol.